This record from OMol25 describes the molecule C6H10. The level of theory is ωB97M-V with the def2-TZVPD basis set.

Element x y z (Å)
C  -1.383  0.410  0.341
C  -0.372  1.183  -0.454
C  1.065  0.932  -0.328
C  1.688  0.024  0.562
C  -0.365  -1.864  -0.014
C  -1.203  -0.880  -0.420
H  -1.122  0.295  1.402
H  -2.391  0.838  0.270
H  -0.701  1.837  -1.261
H  1.627  1.164  -1.240
H  0.922  1.965  0.226
H  1.230  -0.235  1.513
H  2.764  -0.129  0.489
H  -0.045  -1.954  1.021
H  -0.106  -2.695  -0.671
H  -1.607  -0.891  -1.435

Summary:
DFT total energy: -6379.288 eV
HOMO level (spin up / spin down): -7.27 / -6.88 eV
Strongest force on any atom: 0.0135 hartree/bohr
Molar mass: 82.146 g mol⁻¹
Kohn-Sham gap (spin up / spin down): 8.115 / 7.683 eV

These are the Löwdin partial charges, in e, on atoms 1 to 4: -0.21, -0.12, -0.35, -0.02